1.
Molecular formula: C10H13ClN2Si
Method: DFT, ωB97M-V/def2-TZVPD

Element x y z (Å)
C -2.1778 3.2585 -0.0410
C -0.7908 3.1698 0.0984
C -2.9237 2.1038 -0.1007
C -0.1499 1.9605 0.1547
C -2.2914 0.8685 -0.0481
C -0.8551 0.7420 0.0539
C -2.4572 -1.4112 -0.0603
C 2.1400 -0.7747 1.6303
C 2.2336 -0.5623 -1.4830
C 0.9576 -3.0519 -0.2069
N -2.9663 -0.3071 -0.0803
N -0.3474 -0.4620 0.0651
Si 1.2089 -1.1764 0.0083
Cl -2.6711 -2.9960 0.0715
H -2.6573 4.2237 -0.0873
H -0.2093 4.0778 0.1686
H -3.9998 2.1353 -0.1753
H 0.9178 1.9011 0.2885
H 2.9881 -1.4340 1.7897
H 2.5122 0.2464 1.6322
H 1.4754 -0.8832 2.4827
H 1.8285 -0.9424 -2.4157
H 2.2281 0.5215 -1.5473
H 3.2684 -0.8820 -1.4185
H 1.8586 -3.5076 -0.6066
H 0.7265 -3.5470 0.7297
H 0.1535 -3.2711 -0.9024

Net charge: 0
Kohn-Sham gap: 7.08 eV
Lowest unoccupied orbital energy: -0.012 Ha
F_max: 3.4 eV/Å
Highest occupied orbital energy: -7.4 eV
Total energy: -1248.01338 hartree

---

2.
Molecular formula: C10H13ClSi
Method: DFT, ωB97M-V/def2-TZVPD

Element x y z (Å)
C -0.5011 0.4132 3.0941
C -0.8027 0.2850 1.5519
Si -2.1245 1.4828 0.9705
C 0.5590 -0.4093 0.6547
C 1.7197 -0.6922 1.4576
C 0.4760 -0.4123 -0.7484
C 1.5908 -0.0453 -1.5760
C 1.5476 -0.2870 -2.9442
C 0.3478 -0.5652 -3.5231
C -0.8245 -0.6742 -2.7436
C -0.7624 -0.7250 -1.3735
Cl -2.0612 -1.2964 -0.5361
H 0.2605 1.0658 3.3450
H -1.3022 0.7706 3.7038
H -0.3071 -0.5152 3.4662
H -1.9872 2.6140 2.1137
H -3.3135 0.6548 1.1371
H -2.2614 2.1676 -0.2838
H 1.5724 -1.3608 2.1839
H 2.0226 0.1558 1.9017
H 2.6346 -1.1900 0.8542
H 2.5674 0.3416 -1.3055
H 2.4062 -0.1830 -3.5164
H 0.3875 -0.6805 -4.6380
H -1.8443 -0.9150 -3.2458

Net charge: 0
Kohn-Sham gap (spin up / spin down): 7.43 / 7.67 eV
Lowest unoccupied orbital energy (spin up / spin down): 0.003 / -0.008 Ha
F_max: 7.5 eV/Å
SMILES: C/C([SiH3])=C(\C)c1ccccc1Cl
Highest occupied orbital energy (spin up / spin down): -7.4 / -7.9 eV
Total energy: -1138.33116 hartree

---

3.
Molecular formula: C10H13EuN2O5S
Method: DFT, ωB97M-V/def2-TZVPD

Element x y z (Å)
O -0.3336 5.5188 -1.6095
C -0.2952 4.4550 -2.0282
Eu 0.1082 0.4127 0.8973
C 0.7650 -1.6237 -1.3346
O -0.0819 -1.7817 -0.3294
C 0.3470 -1.0367 -2.5479
O -0.3836 -0.2103 -2.9707
C 2.1011 -1.2648 -1.0589
O 3.2563 -1.4458 -1.1700
C -2.0555 -0.6635 -0.4631
O -2.7685 -1.3690 -1.0248
H -0.0185 1.9796 1.4429
C 2.9285 0.6763 6.4153
C 1.9430 0.9647 5.2953
N 1.0302 -0.2108 5.1473
C -0.0298 -0.0948 4.2860
S -0.3058 -1.2740 3.0681
N -0.8805 0.9473 4.4801
C -1.2027 1.4043 5.8570
C -1.8634 2.7704 5.7970
H 2.4156 0.3369 7.3250
H 3.4722 1.5976 6.6457
H 3.6576 -0.0858 6.1104
H 1.3302 1.8479 5.5180
H 2.4763 1.1408 4.3418
H 1.5572 -1.0717 4.9603
H -1.6905 0.9338 3.8488
H -1.8764 0.6741 6.3393
H -0.2712 1.4303 6.4303
H -2.8473 2.7074 5.3149
H -2.0026 3.1420 6.8163
H -1.2376 3.4846 5.2453

Net charge: +2
Kohn-Sham gap (spin up / spin down): 6.07 / 6.11 eV
Lowest unoccupied orbital energy (spin up / spin down): -0.364 / -0.364 Ha
F_max: 7.2 eV/Å
Highest occupied orbital energy (spin up / spin down): -16.0 / -16.0 eV
Spin multiplicity: 7
Total energy: -1982.22059 hartree

---

4.
Molecular formula: C10H13INO3
Method: DFT, ωB97M-V/def2-TZVPD

Element x y z (Å)
C 4.1113 -0.6298 -0.7406
C 2.9494 0.2664 -0.2429
C 1.9836 -0.6144 0.5966
C 0.5469 -0.2100 0.4608
C -0.4357 -1.1353 0.4843
C -1.7485 -0.7676 0.3291
C -2.7517 -1.9038 0.3360
O -2.3611 -3.0084 0.0358
O -4.0724 -1.6748 0.6781
O -4.8828 -2.3031 -0.3089
C -2.0796 0.5708 0.1427
I -4.0487 1.2491 -0.1439
C -1.0451 1.4830 0.1307
C -1.3336 2.9447 -0.0919
N 0.2038 1.0693 0.2886
H 4.2992 -1.3865 0.0261
H 3.8350 -1.1687 -1.6454
H 5.0324 -0.0668 -0.8643
H 2.4328 0.6710 -1.1173
H 3.3979 1.0593 0.3561
H 2.0757 -1.6502 0.2749
H 2.3159 -0.5662 1.6371
H -0.1558 -2.1682 0.6286
H -4.9592 -1.6177 -0.9941
H -2.0549 3.2807 0.6490
H -1.8032 3.0098 -1.0745
H -0.4038 3.5122 -0.0821
H 0.9520 1.7553 0.2512

Net charge: +1
Kohn-Sham gap: 8.34 eV
Lowest unoccupied orbital energy: -0.183 Ha
F_max: 2.6 eV/Å
SMILES: CCCc1cc(C(=O)OO)c(I)c(C)[nH+]1
Highest occupied orbital energy: -13.3 eV
Total energy: -966.68137 hartree

---

5.
Molecular formula: C10H13MnN2O6
Method: DFT, ωB97M-V/def2-TZVPD

Element x y z (Å)
O -3.2469 -4.7759 -1.8239
C -2.9216 -3.6731 -1.8367
Mn -0.4823 0.5142 -0.5959
O 0.1074 -1.4746 1.4489
C -0.1236 -0.6716 0.6250
C 0.9458 1.6106 -1.6469
O 1.4706 2.2553 -2.5029
C -1.6893 1.5215 0.3750
O -2.3816 2.1852 1.0478
C 1.2480 -0.1469 -0.7569
O 2.2940 -0.6363 -0.8079
H -1.9520 -0.1317 -0.6522
C 3.4399 0.0720 2.1125
N 3.2715 1.5046 2.3068
C 3.7836 2.0354 3.5476
C 2.2512 2.1001 1.6245
O 1.5243 1.3190 0.9670
N 2.0304 3.4315 1.6006
C 3.0057 4.4078 2.0125
C 0.9120 3.9094 0.7937
H 4.3898 -0.2009 2.5775
H 3.4543 -0.1594 1.0528
H 2.6245 -0.4791 2.5841
H 4.6375 2.7131 3.3835
H 3.0036 2.5609 4.1288
H 4.1405 1.1751 4.1356
H 4.0259 4.1205 1.7212
H 2.7626 5.3550 1.5196
H 2.9841 4.5863 3.0980
H 1.0447 3.6512 -0.2546
H -0.0245 3.4857 1.1437
H 0.8864 5.0050 0.8945

Net charge: +1
Kohn-Sham gap (spin up / spin down): 6.22 / 5.33 eV
Lowest unoccupied orbital energy (spin up / spin down): -0.180 / -0.262 Ha
F_max: 9.5 eV/Å
Highest occupied orbital energy (spin up / spin down): -11.1 / -12.5 eV
Spin multiplicity: 6
Total energy: -2100.28378 hartree

---

6.
Molecular formula: C10H13MoNO11S3
Method: DFT, ωB97M-V/def2-TZVPD

Element x y z (Å)
Mo -0.4123 -1.0500 -1.1124
O 0.9832 -2.4567 -0.9751
S 2.1629 -1.5208 -1.1847
O 3.0762 -1.8668 -2.1878
O 1.2944 -0.2655 -1.4574
C 2.9243 -1.2712 0.3915
C 4.1650 -1.8672 0.5443
C 4.8200 -1.7940 1.7689
C 4.2352 -1.1340 2.8366
C 2.9921 -0.5247 2.6886
C 2.3348 -0.5844 1.4726
S 0.7744 0.2629 1.4374
O 0.7513 1.3814 0.5467
O 0.2501 0.4337 2.7376
O -0.1263 -0.8410 0.6283
H 4.6122 -2.3892 -0.2923
H 5.7907 -2.2566 1.8804
H 4.7397 -1.0902 3.7918
H 2.5237 -0.0013 3.5116
C -3.3073 2.9541 0.5002
N -2.8148 1.6949 -0.0611
C -3.4913 0.4769 0.4112
C -1.8331 1.6556 -0.8991
C -1.2297 2.8440 -1.5381
O -1.3283 0.4655 -1.2372
H -3.6190 2.7672 1.5254
H -4.1743 3.3075 -0.0603
H -2.5389 3.7204 0.5065
H -4.5257 0.7295 0.6274
H -3.0210 0.1114 1.3258
H -3.4821 -0.2956 -0.3493
H -1.9231 3.6778 -1.5824
H -0.9059 2.5781 -2.5443
H -0.3357 3.1357 -0.9795
O -1.7710 -2.1829 -1.0497
S -1.9926 -2.2942 -2.6940
O -1.8743 -3.6198 -3.1072
O -0.6505 -1.4691 -2.8823
O -3.0730 -1.4213 -2.9388

Net charge: +2
Kohn-Sham gap: 6.58 eV
Lowest unoccupied orbital energy: -0.383 Ha
F_max: 3.1 eV/Å
Highest occupied orbital energy: -17.0 eV
Total energy: -2533.33779 hartree

---

7.
Molecular formula: C10H13N2O
Method: DFT, ωB97M-V/def2-TZVPD

Element x y z (Å)
O -1.7905 2.8021 -0.5934
C -1.4932 1.7251 -0.2420
C -1.8795 1.0462 1.0472
C -1.8202 -0.5083 0.7951
N -1.3060 -0.5964 -0.6798
C -0.4057 -1.7837 -0.9581
C 0.8744 -1.8543 -0.1182
C 1.4307 -0.4805 0.0159
N 2.5750 -0.1583 0.5034
C 2.7733 1.1742 0.4388
C 1.6128 1.7303 -0.0098
C 0.7528 0.6405 -0.2978
C -0.5620 0.7474 -0.9172
H -1.0618 1.4176 1.7294
H -2.7688 1.3423 1.5050
H -1.0412 -0.9610 1.2785
H -2.7538 -1.0038 0.9591
H -2.0530 -0.6435 -1.3384
H -0.1192 -1.7736 -1.9994
H -1.0298 -2.6643 -0.9476
H 1.4930 -2.5740 -0.6817
H 0.5946 -2.1251 0.9584
H 3.1751 -0.7575 1.0940
H 3.6182 1.7218 0.7170
H 1.5268 2.8142 -0.2712
H -0.3420 0.7225 -1.9872

Net charge: +1
Kohn-Sham gap: 9.18 eV
Lowest unoccupied orbital energy: -0.108 Ha
F_max: 5.6 eV/Å
SMILES: O=C1CC[N@@H+]2CCc3[nH]ccc3[C@H]12
Highest occupied orbital energy: -12.1 eV
Total energy: -573.32285 hartree

---

8.
Molecular formula: C10H13N2O2P
Method: DFT, ωB97M-V/def2-TZVPD

Element x y z (Å)
C -1.2491 1.3993 2.4272
N -0.6947 0.3963 2.9842
C 0.1351 -0.3736 2.2461
C 0.4844 -1.6248 2.8417
C 1.3687 -2.4749 2.2409
C 1.9854 -2.1834 1.0209
C 1.5383 -1.0067 0.3921
C 0.6545 -0.0575 0.9850
C 0.7255 1.2200 0.2414
O 1.4297 2.1270 0.6344
N -0.0832 1.3450 -0.9023
C -0.0813 2.6698 -1.5318
P -1.5656 0.4483 -1.2561
O -0.9069 -0.7033 -2.2951
C -1.2560 -1.0024 -3.6622
H -1.0864 1.5020 1.2862
H -1.9372 2.0393 3.0150
H 0.0151 -1.7638 3.7844
H 1.7996 -3.4008 2.7183
H 2.5706 -3.0290 0.5415
H 1.6993 -0.8559 -0.6513
H -0.9810 3.2285 -1.3346
H 0.7984 3.2332 -1.0788
H 0.1000 2.6430 -2.5719
H -1.6342 -0.3852 -0.1415
H -1.8401 -1.9011 -3.5708
H -0.2698 -1.2474 -4.1393
H -1.7193 -0.2421 -4.2234

Net charge: 0
Kohn-Sham gap: 9.02 eV
Lowest unoccupied orbital energy: 0.006 Ha
F_max: 3.0 eV/Å
SMILES: C=Nc1ccccc1C(=O)N(C)POC
Highest occupied orbital energy: -8.8 eV
Total energy: -990.13643 hartree

---

9.
Molecular formula: C10H13N2O2S
Method: DFT, ωB97M-V/def2-TZVPD

Element x y z (Å)
C 2.0635 -2.8605 1.4633
C 2.0102 -0.6562 2.0651
C 1.6474 -0.4930 0.7387
C -3.6383 0.6903 -1.2703
C -4.0248 -0.6607 -1.4589
C 0.5461 1.5619 0.1764
C -2.3943 0.9334 -1.0669
C -5.3004 -1.0229 -1.7351
C 2.6281 0.2476 3.0154
C 2.2549 0.7202 -1.3479
N 2.2185 -1.9455 2.3885
N 1.4230 0.6178 -0.0216
O -1.2984 1.2420 -0.9808
O 2.1823 1.9358 -1.8469
S 1.5274 -2.1055 -0.0089
H 2.2448 -3.8730 1.4362
H -4.4099 1.4593 -1.4876
H -3.3225 -1.4561 -1.0780
H -0.0248 1.5556 1.0776
H -5.5650 -2.0218 -1.7443
H -6.0010 -0.2762 -2.1139
H 1.8565 0.5389 3.6711
H 3.3278 -0.3390 3.6105
H 3.0753 1.0810 2.5803
H 3.2608 0.4919 -1.2042
H 1.6813 0.0850 -2.0480
H 0.5984 2.4987 -0.3462
H 1.4333 2.0508 -2.4637

Net charge: +1
Kohn-Sham gap: 7.18 eV
Lowest unoccupied orbital energy: -0.155 Ha
F_max: 5.1 eV/Å
Highest occupied orbital energy: -11.4 eV
Total energy: -1046.63271 hartree

---

> Number 6 is which compound?

C10H13MoNO11S3

---

Please write out number 8 again, unchanged.
Molecular formula: C10H13N2O2P
Method: DFT, ωB97M-V/def2-TZVPD

Element x y z (Å)
C -1.2491 1.3993 2.4272
N -0.6947 0.3963 2.9842
C 0.1351 -0.3736 2.2461
C 0.4844 -1.6248 2.8417
C 1.3687 -2.4749 2.2409
C 1.9854 -2.1834 1.0209
C 1.5383 -1.0067 0.3921
C 0.6545 -0.0575 0.9850
C 0.7255 1.2200 0.2414
O 1.4297 2.1270 0.6344
N -0.0832 1.3450 -0.9023
C -0.0813 2.6698 -1.5318
P -1.5656 0.4483 -1.2561
O -0.9069 -0.7033 -2.2951
C -1.2560 -1.0024 -3.6622
H -1.0864 1.5020 1.2862
H -1.9372 2.0393 3.0150
H 0.0151 -1.7638 3.7844
H 1.7996 -3.4008 2.7183
H 2.5706 -3.0290 0.5415
H 1.6993 -0.8559 -0.6513
H -0.9810 3.2285 -1.3346
H 0.7984 3.2332 -1.0788
H 0.1000 2.6430 -2.5719
H -1.6342 -0.3852 -0.1415
H -1.8401 -1.9011 -3.5708
H -0.2698 -1.2474 -4.1393
H -1.7193 -0.2421 -4.2234

Net charge: 0
Kohn-Sham gap: 9.02 eV
Lowest unoccupied orbital energy: 0.006 Ha
F_max: 3.0 eV/Å
SMILES: C=Nc1ccccc1C(=O)N(C)POC
Highest occupied orbital energy: -8.8 eV
Total energy: -990.13643 hartree

---

> Which value of total energy does entry 6 give?

-2533.33779 hartree